Molecular formula: C6H15BrClNOP
Method: DFT, ωB97M-V/def2-TZVPD

XYZ file:
```
26
Properties=species:S:1:pos:R:3
C -2.368 1.430 -0.320
C -2.018 0.015 0.125
C -1.281 -0.873 -0.898
Cl -1.240 -0.255 -2.547
N 0.150 -1.246 -0.500
C 1.319 -0.303 -0.782
C 1.310 1.030 -0.026
C 2.493 1.164 0.921
Br 1.309 2.509 -1.291
P 0.322 -1.981 1.165
O 1.424 -2.932 1.145
H -1.495 1.986 -0.663
H -2.815 1.967 0.515
H -3.089 1.410 -1.136
H -2.934 -0.515 0.390
H -1.428 0.062 1.047
H -1.770 -1.843 -0.962
H 0.384 -2.063 -1.081
H 2.192 -0.897 -0.505
H 1.333 -0.165 -1.860
H 0.375 1.162 0.519
H 2.617 0.251 1.514
H 2.352 2.002 1.601
H 3.419 1.327 0.369
H 0.434 -0.811 1.925
H -0.995 -2.430 1.334
```

The value obtained for the orbital gap is 0.3900 hartree. As for the SMILES: CC[C@@H](Cl)[N@@H+](C[C@@H](C)Br)[PH2]=O. The max |F| is 0.31 eV Å⁻¹. The charge is +1. As for the spin multiplicity: 1. For the total energy, the calculation gives -3742.91162 Ha.

---

Molecular formula: C6H12N
Method: DFT, ωB97M-V/def2-TZVPD

XYZ file:
```
19
Properties=species:S:1:pos:R:3
C 0.904 0.716 0.123
C 2.128 1.187 0.270
C -0.332 1.318 -0.483
C 0.424 -0.681 0.436
C -1.196 0.048 -0.458
C -2.378 -0.020 0.437
N 1.170 -1.743 -0.288
H 2.922 0.614 0.720
H 2.374 2.189 -0.032
H -0.763 2.112 0.124
H -0.168 1.715 -1.485
H 0.218 -0.950 1.464
H -1.293 -0.471 -1.405
H -2.174 0.422 1.409
H -2.721 -1.043 0.579
H -3.194 0.543 -0.018
H 0.571 -2.549 -0.511
H 1.967 -2.071 0.276
H 1.541 -1.336 -1.159
```

The value obtained for the orbital gap is 0.3691 hartree. The max |F| is 4.02 eV Å⁻¹. The charge is +1. As for the spin multiplicity: 1. As for the energy above the lowest of the compared OMol25 structures with the same formula, charge and spin: 50.4 kcal/mol. For the total energy, the calculation gives -290.24166 Ha.

---

Molecular formula: C16H35N3O7P
Method: DFT, ωB97M-V/def2-TZVPD

XYZ file:
```
62
Properties=species:S:1:pos:R:3
O -5.591 -0.523 -2.385
P -4.655 0.484 -2.888
N -3.486 0.884 -1.668
C -2.175 1.140 -1.753
N -1.497 1.204 -2.911
C -0.297 0.312 -3.003
C -0.093 -0.496 -1.722
C -0.398 0.253 -0.425
N -1.418 1.328 -0.645
H -3.816 0.091 -3.938
H -5.215 1.719 -3.227
H -3.886 0.879 -0.736
H -2.093 1.144 -3.724
H -0.486 -0.380 -3.825
H 0.583 0.889 -3.288
H -0.684 -1.414 -1.780
H 0.950 -0.818 -1.683
H -0.823 -0.451 0.294
H 0.487 0.672 0.052
H -2.008 1.455 0.170
O 0.521 0.973 3.990
C 1.672 0.848 3.671
O 1.932 0.509 2.389
C 3.257 0.503 1.826
C 4.000 -0.788 2.077
C 2.808 0.983 4.653
H 3.819 1.369 2.173
H 3.096 0.640 0.756
H 4.164 -0.951 3.143
H 4.967 -0.749 1.571
H 3.427 -1.637 1.700
H 2.946 0.024 5.152
H 2.521 1.723 5.395
H 3.750 1.289 4.208
O -10.866 3.160 -0.021
C -10.413 2.056 -0.103
O -9.127 1.924 -0.515
C -8.423 0.682 -0.488
C -8.658 -0.150 -1.729
C -11.238 0.819 0.165
H -8.643 0.128 0.425
H -7.373 0.973 -0.433
H -9.701 -0.452 -1.822
H -8.038 -1.045 -1.702
H -8.400 0.423 -2.620
H -11.775 0.560 -0.747
H -11.963 1.064 0.936
H -10.665 -0.043 0.495
O 6.795 -0.317 0.663
C 7.809 -0.969 0.672
O 8.961 -0.352 0.385
C 10.245 -0.980 0.529
C 10.627 -1.785 -0.694
C 7.793 -2.458 0.925
H 10.279 -1.574 1.442
H 10.935 -0.150 0.665
H 9.942 -2.616 -0.861
H 11.633 -2.189 -0.577
H 10.607 -1.152 -1.580
H 7.589 -2.965 -0.018
H 6.984 -2.675 1.618
H 8.715 -2.851 1.343
```

The value obtained for the orbital gap is 0.3059 hartree. The max |F| is 1.45 eV Å⁻¹. The charge is +1. As for the spin multiplicity: 1. For the total energy, the calculation gives -1662.74043 Ha.

---

Molecular formula: C25H60BN7O10
Method: DFT, ωB97M-V/def2-TZVPD

XYZ file:
```
103
Properties=species:S:1:pos:R:3
O 4.364 1.346 1.478
C 4.335 0.582 2.735
C 5.263 1.200 3.942
C 6.800 1.573 3.510
C 6.956 2.914 2.580
B 6.316 4.287 3.220
O 7.258 5.447 3.405
O 4.906 4.515 3.591
H 5.172 1.001 0.955
H 3.209 0.634 3.127
H 4.539 -0.576 2.541
H 5.352 0.335 4.760
H 4.677 2.072 4.480
H 7.502 1.717 4.460
H 7.239 0.673 2.886
H 6.529 2.803 1.483
H 8.130 3.094 2.456
H 7.563 5.624 2.446
H 4.603 5.452 3.387
C 9.504 3.684 6.192
C 10.265 2.480 6.673
O 10.838 1.717 5.899
N 10.311 2.244 8.016
C 9.711 3.012 9.080
H 9.559 3.738 5.101
H 8.453 3.602 6.482
H 9.944 4.595 6.606
H 10.842 1.415 8.261
H 10.508 3.341 9.751
H 9.029 2.356 9.627
H 9.163 3.880 8.710
C 2.356 0.866 -3.816
C 2.812 0.733 -2.390
O 3.501 -0.210 -2.010
N 2.438 1.700 -1.504
C 1.638 2.876 -1.748
H 2.732 0.021 -4.400
H 1.264 0.858 -3.863
H 2.750 1.789 -4.251
H 2.783 1.540 -0.564
H 2.234 3.752 -1.483
H 0.760 2.829 -1.098
H 1.318 2.954 -2.788
C 2.894 -3.203 -5.582
C 1.738 -2.314 -5.944
O 1.896 -1.145 -6.289
N 0.480 -2.838 -5.881
C 0.086 -4.173 -5.502
H 3.829 -2.645 -5.681
H 2.800 -3.538 -4.545
H 2.932 -4.062 -6.258
H -0.244 -2.177 -6.139
H -0.454 -4.617 -6.342
H -0.585 -4.097 -4.643
H 0.939 -4.802 -5.244
C -1.673 -7.160 -3.491
C -1.269 -7.568 -4.880
O -0.107 -7.490 -5.272
N -2.238 -8.037 -5.718
C -3.646 -8.204 -5.453
H -0.793 -6.809 -2.944
H -2.400 -6.345 -3.536
H -2.092 -8.017 -2.956
H -1.887 -8.290 -6.635
H -3.896 -9.257 -5.600
H -4.201 -7.599 -6.175
H -3.918 -7.903 -4.440
C -2.434 3.759 1.976
C -2.224 3.353 0.543
O -2.242 4.169 -0.376
N -2.009 2.033 0.275
C -1.952 0.930 1.202
H -2.592 4.839 2.029
H -3.318 3.259 2.381
H -1.550 3.509 2.569
H -1.877 1.840 -0.712
H -0.971 0.458 1.107
H -2.724 0.210 0.921
H -2.106 1.245 2.235
C -7.389 -0.472 2.451
C -5.996 -0.458 1.888
O -5.004 -0.320 2.601
N -5.847 -0.606 0.540
C -6.873 -0.779 -0.459
H -7.345 -0.344 3.537
H -7.972 0.352 2.030
H -7.871 -1.429 2.236
H -4.879 -0.586 0.238
H -6.689 -1.726 -0.973
H -6.789 0.041 -1.177
H -7.876 -0.786 -0.030
C -11.540 1.466 -0.277
C -10.587 0.546 -0.988
O -9.559 0.134 -0.457
N -10.891 0.167 -2.263
C -12.039 0.536 -3.056
H -11.162 1.678 0.727
H -11.623 2.411 -0.821
H -12.520 0.992 -0.184
H -10.202 -0.453 -2.673
H -12.569 -0.378 -3.331
H -11.679 1.029 -3.962
H -12.717 1.204 -2.522
```

The value obtained for the orbital gap is 0.3405 hartree. As for the SMILES: OCCCCB(O)O.CNC(C)=O.CNC(C)=O.CNC(C)=O.CNC(C)=O.CNC(C)=O.CNC(C)=O.CNC(C)=O. The max |F| is 3.75 eV Å⁻¹. The charge is 0. As for the spin multiplicity: 1. For the total energy, the calculation gives -2149.19537 Ha.

---

Molecular formula: C4H9NO
Method: DFT, ωB97M-V/def2-TZVPD

XYZ file:
```
15
Properties=species:S:1:pos:R:3
C -2.207 0.086 0.637
C -1.023 0.439 -0.266
C 0.366 0.353 0.316
C 1.374 -0.321 -0.273
O 1.196 -1.409 -1.084
N 2.699 0.025 -0.223
H -3.149 0.358 0.145
H -2.157 0.630 1.587
H -2.249 -0.986 0.864
H -1.078 -0.161 -1.185
H -1.158 1.479 -0.601
H 0.637 1.082 1.078
H 0.379 -1.836 -0.794
H 3.419 -0.669 -0.331
H 2.952 0.931 0.129
```

The value obtained for the orbital gap is 0.3161 hartree. As for the SMILES: CC/C=C(/N)O. The max |F| is 0.28 eV Å⁻¹. The charge is 0. As for the spin multiplicity: 1. As for the energy above the lowest of the compared OMol25 structures with the same formula, charge and spin: 30.6 kcal/mol. For the total energy, the calculation gives -287.78366 Ha.

---

Molecular formula: C5H7Cl3N2
Method: DFT, ωB97M-V/def2-TZVPD

XYZ file:
```
17
Properties=species:S:1:pos:R:3
C 1.711 1.287 -0.119
C -1.540 0.587 0.347
C -1.011 -0.942 -1.509
C 0.034 -1.131 0.614
C 2.285 0.887 1.042
N 1.050 1.525 -1.053
N -0.705 -0.529 -0.187
Cl 1.004 -2.417 -0.084
Cl 1.928 1.816 2.496
Cl 3.618 -0.230 1.012
H -2.497 0.173 0.672
H -1.080 1.067 1.181
H -1.793 1.426 -0.379
H -2.004 -0.538 -1.623
H -0.338 -0.399 -2.346
H -1.029 -2.031 -1.589
H 0.366 -0.552 1.524
```

The value obtained for the orbital gap (alpha / beta) is 0.2109 / 0.2919 hartree. The max |F| is 8.29 eV Å⁻¹. The charge is 0. As for the spin multiplicity: 3. As for the energy above the lowest of the compared OMol25 structures with the same formula, charge and spin: 0.0 kcal/mol. For the total energy, the calculation gives -1684.62248 Ha.